1.
This record from the Open Molecules 2025 dataset describes a molecular structure, C42H40Cl3CsGeNO2P2. The level of theory is wB97M-V/def2-TZVPD.

Cartesian coordinates (Å):
Cs 0.756 -1.006 -1.950
C -2.221 1.281 -1.027
C -3.560 0.815 -0.459
P -3.351 -0.563 0.765
C -5.116 -1.005 0.993
C -5.682 -0.710 2.231
C -7.021 -0.983 2.483
C -7.805 -1.565 1.499
C -7.248 -1.873 0.263
C -5.914 -1.593 0.014
C -2.771 -1.927 -0.328
C -2.904 -1.941 -1.716
C -2.412 -2.998 -2.474
C -1.770 -4.057 -1.848
C -1.628 -4.057 -0.465
C -2.120 -3.000 0.284
C -2.332 2.270 -2.184
P -0.659 2.610 -2.907
C -0.115 4.104 -1.991
C -0.001 4.059 -0.601
C 0.450 5.160 0.110
C 0.816 6.321 -0.556
C 0.728 6.370 -1.939
C 0.268 5.271 -2.651
C -1.069 3.298 -4.549
C -0.071 3.268 -5.525
C -0.298 3.779 -6.796
C -1.537 4.316 -7.111
C -2.538 4.353 -6.150
C -2.304 3.856 -4.876
H -1.668 0.428 -1.419
H -1.614 1.684 -0.216
H -4.243 0.546 -1.272
H -4.048 1.622 0.095
H -5.064 -0.271 3.005
H -7.446 -0.749 3.450
H -8.846 -1.787 1.695
H -7.854 -2.336 -0.505
H -5.487 -1.851 -0.950
H -3.401 -1.121 -2.219
H -2.533 -2.995 -3.549
H -1.383 -4.880 -2.436
H -1.119 -4.874 0.030
H -1.965 -2.981 1.356
H -2.827 3.195 -1.876
H -2.924 1.825 -2.990
H -0.246 3.158 -0.053
H 0.525 5.103 1.188
H 1.173 7.178 -0.001
H 1.015 7.268 -2.471
H 0.200 5.335 -3.729
H 0.904 2.859 -5.278
H 0.487 3.749 -7.539
H -1.723 4.706 -8.103
H -3.505 4.776 -6.390
H -3.091 3.909 -4.136
C 7.744 -1.236 5.103
C 6.972 -2.163 4.201
C 7.528 -3.381 3.830
C 6.842 -4.247 2.992
C 5.578 -3.907 2.546
C 5.002 -2.693 2.911
N 3.714 -2.389 2.416
C 2.604 -2.185 3.200
C 2.640 -2.443 4.580
C 1.527 -2.236 5.370
C 0.339 -1.767 4.819
C 0.295 -1.523 3.459
C 1.396 -1.726 2.629
C 1.221 -1.449 1.159
O 2.170 -1.713 0.353
O 0.125 -0.969 0.781
C 5.707 -1.795 3.723
C 5.131 -0.451 4.068
H 8.640 -1.726 5.481
H 7.146 -0.915 5.958
H 8.056 -0.331 4.576
H 8.509 -3.651 4.202
H 7.285 -5.193 2.705
H 5.008 -4.582 1.920
H 3.543 -2.280 1.420
H 3.552 -2.820 5.023
H 1.590 -2.449 6.431
H -0.532 -1.602 5.439
H -0.609 -1.154 2.990
H 4.680 -0.448 5.064
H 4.351 -0.172 3.362
H 5.904 0.317 4.056
Cl 2.282 0.361 -4.950
Ge 0.233 -0.176 -5.412
Cl -0.070 0.091 -7.513
Cl 0.005 -2.344 -5.115

## Properties
Expectation value of S²: 0.754
HOMO (spin up / spin down), eV: -6.9 / -6.9
Net charge: 0
Spin multiplicity: 2
LUMO (spin up / spin down), eV: 0.013 / -3.461
Gap between HOMO and LUMO (spin up / spin down), eV: 6.88 / 3.40

=====

2.
This record from the Open Molecules 2025 dataset describes a molecular structure, C42H41Br3IrN6O2P2. The level of theory is wB97M-V/def2-TZVPD.

Cartesian coordinates (Å):
Ir -0.375 0.672 0.941
C -2.815 -1.273 2.435
P -1.660 -1.299 1.028
C -2.849 -1.170 -0.369
N -3.526 -2.204 -0.782
C -4.442 -2.062 -1.762
C -5.171 -3.175 -2.244
C -6.095 -2.999 -3.227
C -6.328 -1.712 -3.787
C -5.631 -0.627 -3.354
C -4.677 -0.778 -2.319
N -3.980 0.283 -1.862
C -3.079 0.117 -0.936
P -2.132 1.564 -0.313
C -3.376 2.410 0.701
C -1.827 2.708 -1.767
C -1.449 4.079 -1.184
C -3.011 2.895 -2.715
C -0.647 2.084 -2.503
C -0.939 -3.032 1.053
C -1.973 -4.150 0.894
C 0.068 -3.071 -0.103
C -0.258 -3.232 2.418
H -3.580 -2.036 2.298
H -3.288 -0.294 2.512
H -2.263 -1.476 3.353
H -4.977 -4.152 -1.821
H -6.652 -3.851 -3.594
H -7.063 -1.597 -4.572
H -5.782 0.352 -3.789
H -4.277 2.575 0.112
H -2.976 3.368 1.035
H -3.618 1.808 1.576
H -2.327 4.602 -0.803
H -1.017 4.689 -1.980
H -0.708 3.998 -0.395
H -3.898 3.266 -2.200
H -3.272 1.985 -3.238
H -2.715 3.641 -3.458
H 0.186 2.001 -1.817
H -0.349 2.704 -3.351
H -0.890 1.083 -2.875
H -2.553 -4.062 -0.013
H -2.656 -4.199 1.743
H -1.424 -5.096 0.856
H -0.442 -2.972 -1.065
H 0.597 -4.025 -0.100
H 0.804 -2.266 -0.023
H -0.997 -3.461 3.187
H 0.308 -2.366 2.736
H 0.419 -4.087 2.350
Br 2.012 5.115 0.030
C 1.237 4.562 1.658
C 1.344 5.378 2.799
C 0.846 4.960 4.000
Br 1.040 6.070 5.510
C 0.211 3.702 4.111
C -0.292 3.145 5.308
C -0.884 1.913 5.286
C -1.007 1.226 4.072
N -0.552 1.711 2.938
C 0.082 2.928 2.939
C 0.616 3.337 1.711
O 0.482 2.526 0.687
H 1.837 6.337 2.727
H -0.192 3.695 6.233
H -1.264 1.463 6.192
H -1.493 0.262 4.037
Br 4.836 -2.174 -6.175
C 5.374 -2.249 -4.384
C 6.641 -1.798 -4.026
C 7.013 -1.805 -2.697
C 6.104 -2.231 -1.725
C 4.858 -2.754 -2.101
C 4.495 -2.760 -3.428
N 6.491 -2.130 -0.400
N 5.821 -2.192 0.620
C 4.672 -1.628 0.998
C 4.087 -2.130 2.189
C 2.853 -1.738 2.607
C 2.087 -0.832 1.829
O 0.944 -0.438 2.191
C 2.664 -0.307 0.608
N 1.881 0.529 -0.111
C 2.448 1.262 -1.048
C 3.823 1.216 -1.310
C 4.594 0.286 -0.669
C 3.998 -0.557 0.282
H 7.323 -1.444 -4.786
H 7.988 -1.451 -2.388
H 4.196 -3.160 -1.346
H 3.536 -3.154 -3.734
H 4.648 -2.862 2.757
H 2.444 -2.104 3.538
H 1.825 1.954 -1.587
H 4.253 1.927 -2.002
H 5.659 0.241 -0.850

## Properties
Expectation value of S²: 0.789
HOMO (spin up / spin down), eV: -12.4 / -12.4
Net charge: +2
Spin multiplicity: 2
LUMO (spin up / spin down), eV: -6.628 / -6.860
Gap between HOMO and LUMO (spin up / spin down), eV: 5.76 / 5.52

=====

Ordered energy results: -5990.21135, -10612.69293; unit hartree.
Ordered relative energy (zero: lowest compared OMol25 entry of this formula, charge and spin) results: 0.0, 61.9; unit kJ/mol.